Model P:
Molecular formula: C4H8FN3
Method: DFT, ωB97M-V with the def2-TZVPD basis set

Each line ends with the Löwdin charge.
Atoms and positions in Å:
C1 -0.8925 -0.2421 0.7521  -0.165
C2 0.9004 2.7474 -1.2442  -0.086
C3 2.2512 1.7243 0.4979  -0.151
C4 -1.9486 -3.4478 -0.1477  -0.112
N1 -1.4485 -1.2952 0.7448  -0.003
N2 1.0275 2.0594 -0.2003  -0.121
N3 -1.5425 -2.5059 0.8473  -0.039
F1 -1.3471 0.8912 1.1773  0.070
H1 -0.1251 2.8606 -1.6438  0.065
H2 1.7101 3.3333 -1.7699  0.079
H3 2.4372 0.6545 0.4190  0.068
H4 3.1796 2.2900 0.2450  0.074
H5 1.9578 1.9988 1.5517  0.089
H6 -1.0853 -3.7766 -0.7758  0.092
H7 -2.3914 -4.3483 0.3033  0.075
H8 -2.6827 -2.9437 -0.7568  0.064

Output
- Multiplicity: 1



Model Q:
Molecular formula: C4H8FN3
Method: DFT, ωB97M-V with the def2-TZVPD basis set

Each line ends with the Löwdin charge.
Atoms and positions in Å:
H1 -2.7872 -0.3139 1.5897  0.068
N1 -1.8923 -0.4120 1.0513  0.081
C1 -1.9347 0.2166 -0.0385  -0.259
N2 -0.8029 0.3109 -0.8625  -0.220
N3 -0.9904 0.8622 -2.1200  0.060
C2 0.4312 -0.1843 -0.5070  -0.083
C3 0.9845 0.0367 0.6837  -0.290
C4 2.1840 -0.6696 1.2280  -0.028
F1 0.3209 0.8305 1.6315  0.002
H2 -2.7608 0.7729 -0.4786  0.118
H3 -0.5714 0.2165 -2.7508  0.065
H4 -0.3827 1.6973 -2.2223  0.103
H5 0.9998 -0.7447 -1.2716  0.131
H6 2.4072 -1.4455 0.4854  0.083
H7 1.8631 -1.2321 2.1252  0.098
H8 2.9313 0.0583 1.4565  0.071

Output
- Structure (SMILES): [H]/N=C/N(N)/C=C(/C)F
- Multiplicity: 1



Model R:
Molecular formula: C4H8FN3
Method: DFT, ωB97M-V with the def2-TZVPD basis set

Each line ends with the Löwdin charge.
Atoms and positions in Å:
H1 -2.9096 -1.5830 0.1461  0.084
N1 -3.1814 -0.5033 0.0148  0.006
C1 -2.2000 0.3092 -0.0680  -0.372
N2 -0.8721 -0.0351 -0.1258  -0.059
N3 0.0769 0.9565 -0.2344  -0.145
C2 1.1732 1.3116 0.7944  -0.016
C3 1.4128 0.6713 -0.6209  -0.273
C4 1.7716 -0.8287 -0.6174  -0.094
F1 1.3687 -1.3788 0.7070  -0.144
H2 -2.4144 1.5018 -0.1278  0.160
H3 -0.3788 -1.1048 0.1635  0.222
H4 1.2275 2.4336 1.0355  0.114
H5 1.1897 0.5714 1.6573  0.111
H6 1.8706 1.1762 -1.5505  0.155
H7 2.8715 -0.9643 -0.7955  0.125
H8 1.1158 -1.3294 -1.4020  0.128

Output
- Structure (SMILES): [H]/N=C\NN1C[C@H]1CF
- Multiplicity: 1



model Q is favored, and the nearest alternative lies 0.0858 hartree above it.



Model P:
Molecular formula: C12H15P
Method: DFT, ωB97M-V with the def2-TZVPD basis set

Each line ends with the Löwdin charge.
Atoms and positions in Å:
C1 3.1769 -1.4096 0.0611  -0.168
C2 1.8154 -1.3686 0.4522  -0.068
C3 3.8304 -0.3694 -0.5301  -0.358
C4 1.0209 -0.2858 0.1052  -0.338
C5 1.5059 0.8177 -0.4293  -0.297
C6 -2.2227 -1.3469 -0.8394  -0.211
C7 -1.1154 -1.7333 0.0971  -0.166
C8 -1.7863 0.0447 -1.3769  -0.148
C9 -0.4579 -0.4327 0.5005  -0.266
C10 -0.7146 2.0196 0.0055  -0.134
C11 -1.3932 0.7126 -0.0486  -0.317
C12 -0.7503 2.6684 1.2821  -0.128
P1 3.1080 1.2637 -0.9060  0.924
H1 3.6707 -2.3299 0.3767  0.101
H2 1.4340 -2.0946 1.0893  0.095
H3 4.8227 -0.4477 -0.8186  0.003
H4 -2.4131 -2.1435 -1.5774  0.105
H5 -3.2916 -1.2304 -0.4999  0.122
H6 -1.4805 -2.1865 1.0753  0.135
H7 -0.1761 -2.2787 -0.3233  0.138
H8 -0.8792 -0.1201 -1.9807  0.115
H9 -2.5421 0.6226 -2.0726  0.147
H10 -0.4040 -0.3390 1.5689  0.134
H11 -0.6334 2.5856 -0.9642  0.125
H12 -2.2751 0.7970 0.6497  0.163
H13 -1.1261 2.2028 2.1701  0.062
H14 -1.1607 3.7007 1.3385  0.086
H15 0.4373 2.6813 1.5947  0.144

Output
- Multiplicity: 1



Model Q:
Molecular formula: C12H15P
Method: DFT, ωB97M-V with the def2-TZVPD basis set

Each line ends with the Löwdin charge.
Atoms and positions in Å:
C1 3.4306 0.2291 0.3256  -0.108
C2 2.9967 1.3205 -0.3376  -0.116
C3 2.6756 -0.9132 0.4619  -0.036
C4 1.6937 1.3654 -0.8558  -0.058
C5 1.4219 -0.9601 -0.0863  -0.208
C6 0.9506 0.2197 -0.6456  -0.049
C7 0.4051 -2.0096 0.0419  -0.013
C8 -0.8041 -1.6285 -0.3573  -0.390
C9 -0.8994 -0.2312 -0.8832  -0.304
C10 -1.8908 -2.6883 -0.3551  -0.057
C11 -2.1282 2.3272 -0.5080  -0.297
C12 -1.3102 0.6588 1.5750  -0.323
P1 -2.3281 0.5266 0.0337  0.884
H1 4.4376 0.4238 0.7834  0.126
H2 3.5169 2.1959 -0.4110  0.071
H3 3.1479 -1.6440 1.0288  0.092
H4 1.1713 2.2982 -1.3301  0.136
H5 0.7538 -2.8766 0.4167  0.084
H6 -1.1439 -0.0117 -2.0010  0.122
H7 -1.8346 -2.9656 -1.4097  0.088
H8 -2.7593 -2.1449 0.0360  0.041
H9 -1.6718 -3.5757 0.2703  0.088
H10 -2.5428 2.3925 -1.5645  0.052
H11 -1.0365 2.6821 -0.2448  0.070
H12 -2.7287 2.9045 0.0623  -0.040
H13 -1.2685 -0.3986 2.0638  0.070
H14 -1.8305 1.3280 2.4587  0.090
H15 -0.4241 1.1758 1.4316  -0.016

Output
- Multiplicity: 1



model Q is favored, and the nearest alternative lies 0.0698 hartree above it.



Model P:
Molecular formula: C6H16
Method: DFT, ωB97M-V with the def2-TZVPD basis set

Each line ends with the Löwdin charge.
Atoms and positions in Å:
C1 -3.5613 1.0889 -1.3636  -0.212
C2 -2.0608 1.0038 -1.5101  -0.397
C3 -1.2243 1.7703 -0.4579  -0.227
H1 -4.0919 0.8364 -2.2953  0.052
H2 -3.9526 2.0193 -0.9525  0.055
H3 -3.9598 0.3337 -0.6820  0.046
H4 -1.7745 1.4119 -2.4945  0.079
H5 -1.6795 -0.0169 -1.5781  0.062
H6 -0.5359 1.1302 0.0838  0.030
H7 -0.7367 2.6402 -0.8757  0.035
H8 -1.9150 2.0910 0.3406  0.046
C4 2.9250 -1.8480 0.0699  -0.209
C5 1.8916 -1.8296 1.2094  -0.392
C6 1.9520 -0.4419 1.8741  -0.311
H9 3.7111 -2.5584 0.3117  0.047
H10 3.3989 -0.8744 -0.0356  0.042
H11 2.5022 -1.9789 -0.9289  0.037
H12 2.1503 -2.5829 1.9528  0.065
H13 0.8162 -2.0410 1.1112  0.059
H14 1.3926 -0.1654 2.7796  0.023
H15 2.9792 -0.3700 2.2472  0.038
H16 1.7733 0.3816 1.1937  0.031

Output
- Total charge: -1
- Multiplicity: 2



Model Q:
Molecular formula: C6H16
Method: DFT, ωB97M-V with the def2-TZVPD basis set

Each line ends with the Löwdin charge.
Atoms and positions in Å:
C1 2.1412 -0.4981 -1.0716  -0.394
C2 0.7993 -0.9624 -1.6590  -0.186
C3 2.3302 -0.7954 0.4027  -0.351
H1 2.9212 -0.9775 -1.6778  0.072
H2 2.2429 0.5686 -1.3114  0.073
H3 -0.0614 -0.6642 -1.0516  0.034
H4 1.8536 -1.7649 0.6284  0.033
H5 0.6948 -2.0364 -1.7939  0.047
H6 0.6361 -0.4404 -2.6061  0.045
H7 3.3727 -0.9217 0.7227  0.015
H8 1.8380 -0.0983 1.0820  0.019
C4 -1.2976 0.7187 1.2038  -0.376
C5 -2.3186 -0.3721 0.8249  -0.198
C6 -1.3991 1.9990 0.3640  -0.214
H9 -1.5156 0.9215 2.2485  0.065
H10 -0.2724 0.3719 1.1111  0.054
H11 -2.6737 -0.9321 1.7011  0.042
H12 -2.1320 2.7278 0.7053  0.042
H13 -0.4102 2.4672 0.3517  0.031
H14 -1.9073 -1.1507 0.1695  0.043
H15 -3.1785 0.0698 0.3270  0.051
H16 -1.6636 1.7697 -0.6712  0.053

Output
- Total charge: -1
- Multiplicity: 2



model Q is favored, and the nearest alternative lies 0.0172 hartree above it.



Model P:
Molecular formula: C2H5O3S
Method: DFT, ωB97M-V with the def2-TZVPD basis set

Each line ends with the Löwdin charge.
Atoms and positions in Å:
C1 1.5529 -0.3318 -0.0256  -0.079
C2 2.4498 0.5662 0.2614  -0.097
O1 -1.8919 1.0799 -0.8914  -0.448
O2 -2.7288 0.1204 1.2622  -0.432
O3 -1.3810 -1.1911 -0.3601  -0.461
S1 -2.2989 -0.0688 -0.0940  0.337
H1 0.6110 -0.4556 0.3287  -0.022
H2 -3.6268 -0.4697 -0.7568  0.052
H3 1.7905 -1.1787 -0.7183  0.072
H4 3.3822 0.5986 -0.1288  -0.016
H5 2.1410 1.3306 1.1227  0.093

Output
- Total charge: -1
- Multiplicity: 1



Model Q:
Molecular formula: C2H5O3S
Method: DFT, ωB97M-V with the def2-TZVPD basis set

Each line ends with the Löwdin charge.
Atoms and positions in Å:
C1 0.1196 0.9399 0.1901  -0.113
C2 -0.8520 0.5357 -0.8747  -0.804
O1 1.1380 0.2135 -2.7831  -0.556
O2 0.6702 -1.7623 -1.1933  -0.433
O3 -1.7298 1.2500 -1.2232  -0.067
S1 0.0104 -0.5867 -2.2116  0.818
H1 0.2931 0.1475 0.9515  0.073
H2 1.0830 1.0061 -0.4044  0.077
H3 -0.3084 1.8859 0.3636  0.055
H4 -1.8288 -1.0848 -0.0657  -0.024
H5 -0.1342 -1.9978 -0.6307  -0.026

Output
- Total charge: -1
- Multiplicity: 1



model P is favored, and the nearest alternative lies 0.0778 hartree above it.



Model P:
Molecular formula: C5H20N2O6
Method: DFT, ωB97M-V with the def2-TZVPD basis set

Each line ends with the Löwdin charge.
Atoms and positions in Å:
C1 -1.7277 0.4379 -2.6095  -0.101
C2 -0.2619 0.9339 -2.5317  -0.222
C3 0.6595 0.3558 -1.5493  -0.356
C4 0.3184 -0.4185 -0.4685  -0.082
N1 1.4901 -0.9076 0.0406  0.067
C5 2.4751 -0.4074 -0.7657  -0.186
N2 2.0096 0.3896 -1.7125  0.108
H1 -2.0412 0.3264 -3.6523  0.079
H2 -2.3716 0.8872 -1.8635  0.054
H3 -1.7030 -0.6440 -2.3690  0.072
H4 0.0995 1.0560 -3.5527  0.110
H5 -0.4867 2.0102 -2.3523  0.114
H6 -0.6143 -0.7533 -0.0562  0.104
H7 1.6853 -1.5835 0.7538  0.131
H8 3.5110 -0.7169 -0.7036  0.119
O1 -1.9228 1.7513 1.0625  -0.032
H9 -1.7984 1.2485 0.2643  0.002
H10 -2.8644 1.9317 1.0834  0.060
O2 2.3053 2.4842 2.4955  -0.052
H11 1.4267 2.4169 2.8991  0.031
H12 2.2182 2.1128 1.6135  0.030
O3 0.7831 -2.1204 -3.8415  -0.045
H13 0.2518 -1.3248 -3.7312  0.007
H14 1.3547 -2.3090 -3.0980  0.027
O4 -0.8709 -2.8070 1.8506  -0.066
H15 -1.3767 -2.1805 2.3703  -0.003
H16 -0.0555 -2.9699 2.3723  0.052
O5 -1.6033 -0.0799 3.1604  -0.075
H17 -1.7746 0.0632 2.2063  0.024
H18 -2.0430 0.5946 3.6943  0.063
O6 1.0435 -0.3037 2.8451  -0.062
H19 0.3138 0.3177 2.7014  0.006
H20 1.5707 0.2088 3.4441  0.023

Output
- Structure (SMILES): CCc1c[nH]cn1.O.O.O.O.O.O
- Multiplicity: 1



Model Q:
Molecular formula: C5H20N2O6
Method: DFT, ωB97M-V with the def2-TZVPD basis set

Each line ends with the Löwdin charge.
Atoms and positions in Å:
N1 -0.6178 -0.2841 -2.0918  0.084
C1 -0.1585 -0.2981 -0.8051  -0.185
C2 0.9851 0.1798 -0.2969  -0.413
N2 2.0768 0.6813 -0.9875  0.069
C3 1.1834 0.2072 1.1405  -0.163
C4 0.7232 -1.0478 1.9423  -0.168
C5 1.6272 -2.2170 1.7723  -0.253
O1 2.7251 -1.9567 1.3515  0.026
H1 0.0456 0.0708 -2.7507  0.074
H2 -1.5008 0.0114 -2.3392  0.053
H3 -0.9532 -0.6383 -0.1267  0.095
H4 2.2356 0.3032 -1.9195  0.104
H5 2.9540 0.5585 -0.4541  0.108
H6 2.3235 0.4040 1.4475  0.150
H7 0.5562 1.1097 1.5864  0.150
H8 0.5768 -0.8167 3.0994  0.166
H9 -0.2706 -1.3860 1.9730  0.066
H10 1.3929 -3.2521 2.0545  0.124
O2 -0.6137 -3.8728 -1.3931  -0.023
H11 0.2960 -3.7978 -1.1634  0.014
H12 -1.0577 -3.1067 -1.1107  -0.012
O3 -1.2769 3.4870 0.3470  -0.010
H13 -1.9602 4.1007 0.5390  0.049
H14 -0.8386 3.6745 -0.4504  -0.011
O4 -2.8286 -0.9256 1.2790  -0.003
H15 -2.6760 -0.1563 0.7434  -0.038
H16 -3.6873 -0.9475 1.1370  -0.049
O5 -2.5595 1.3150 -0.1264  -0.021
H17 -3.4411 1.6486 0.1027  0.083
H18 -2.0291 1.9916 0.1552  -0.059
O6 0.6768 3.2449 -1.5660  -0.156
H19 1.1739 2.3513 -1.3718  0.037
H20 1.4997 3.8170 -1.2517  0.112

Output
- Structure (SMILES): N/C=C(\N)CCC=O.O.O.O.O.O
- Multiplicity: 1



model P is favored, and the nearest alternative lies 0.0655 hartree above it.



Model P:
Molecular formula: C2H10N4S
Method: DFT, ωB97M-V with the def2-TZVPD basis set

Each line ends with the Löwdin charge.
Atoms and positions in Å:
C1 -18.0269 0.3837 -0.7271  0.153
C2 16.0562 -1.8463 0.6361  0.401
N1 -17.2541 0.1757 0.2630  -0.018
N2 14.4244 0.8051 0.0824  -0.529
N3 -15.9743 -0.3026 0.1463  0.112
N4 15.1724 0.2714 -0.7321  0.020
S1 13.7584 2.2860 -0.0425  0.901
H1 -17.7579 0.2995 -1.7760  0.124
H2 -18.9266 0.9897 -0.7633  0.126
H3 15.1301 -1.9387 1.2635  0.088
H4 16.1960 -2.4980 -0.2629  0.072
H5 16.9714 -1.2260 0.8188  0.074
H6 -17.5542 0.2358 1.2589  0.218
H7 -15.3531 -0.3330 0.9517  0.140
H8 -15.4890 -0.2718 -0.7509  0.142
H9 15.6302 0.8998 -1.3802  0.079
H10 12.9969 2.0698 1.0145  -0.107

Output
- Total charge: +2
- Multiplicity: 1



Model Q:
Molecular formula: C2H10N4S
Method: DFT, ωB97M-V with the def2-TZVPD basis set

Each line ends with the Löwdin charge.
Atoms and positions in Å:
C1 1.9889 0.9954 -0.4010  -0.153
C2 -0.0359 0.0664 0.5988  0.131
N1 0.5395 1.0116 -0.0058  0.053
N2 2.1984 -1.4303 -0.1963  -0.017
N3 2.7614 -0.1644 -0.1071  -0.082
N4 -4.1106 -0.2118 -0.2754  -0.258
S1 -5.4081 0.6037 -0.3168  1.180
H1 1.8362 1.3157 -1.5127  0.168
H2 2.4643 1.7852 0.0987  0.124
H3 0.4464 -0.9257 0.6908  0.107
H4 -1.0292 0.1704 0.9418  0.084
H5 0.0684 2.0209 -0.0637  0.240
H6 2.0942 -1.8824 -1.0500  0.071
H7 2.7666 -2.1371 0.3789  0.159
H8 3.5434 0.0073 0.4343  0.114
H9 -3.8823 -0.8978 0.4211  0.054
H10 -6.2416 -0.3271 0.3642  0.026

Output
- Total charge: +2
- Multiplicity: 1



model P is favored, and the nearest alternative lies 0.0247 hartree above it.